Computed, not measured: C26H22IN3O2Ti as an isolated structure, with ωB97M-V/def2-TZVPD.

Structure (XYZ):
```
55
Properties=species:S:1:pos:R:3
Ti -0.6905 0.7230 -0.6323
C -0.0886 -3.4896 -2.0511
C -0.3241 -3.3752 -0.5791
N -0.2737 -4.4623 0.1752
C -0.4901 -4.3839 1.4881
C -0.7643 -3.2072 2.1636
C -0.9585 -3.2104 3.6621
O -2.1208 -2.4963 4.0595
C -0.8156 -2.0304 1.3905
C -1.0598 -0.7531 2.0107
N -1.0310 0.4160 1.4355
C -1.2300 1.5461 2.2979
C -0.6324 1.6257 3.5506
C -0.8525 2.7332 4.3551
C -1.6551 3.7758 3.9144
C -2.2361 3.7244 2.6551
C -2.0098 2.6120 1.8674
I -2.8488 2.4940 -0.0475
C -0.6015 -2.1441 0.0173
O -0.6859 -1.0307 -0.7434
H 0.1913 -4.5123 -2.2865
H 0.7039 -2.8108 -2.3730
H -0.9895 -3.2308 -2.6113
H -0.4388 -5.3194 2.0334
H -0.1090 -2.7231 4.1469
H -0.9740 -4.2396 4.0214
H -2.8689 -3.0987 4.1288
H -1.2996 -0.7811 3.0697
H 0.0231 0.8323 3.8869
H -0.3854 2.7863 5.3288
H -1.8245 4.6387 4.5432
H -2.8542 4.5401 2.3056
N -1.0091 1.2890 -2.6842
C 0.0209 0.4726 -3.3325
C -0.3510 -0.3847 -4.3572
C 0.6072 -1.1681 -4.9731
C 1.9304 -1.0980 -4.5508
C 2.2875 -0.2490 -3.5192
C 1.3405 0.5567 -2.8819
C 1.7737 1.4721 -1.7870
C 2.8950 2.2767 -1.9867
C 3.3465 3.1151 -0.9804
C 2.6915 3.1715 0.2455
C 1.5719 2.3889 0.4616
C 1.1049 1.5432 -0.5525
H -1.9040 1.1063 -3.1342
H -0.8127 2.2826 -2.8179
H -1.3822 -0.4203 -4.6903
H 0.3265 -1.8245 -5.7850
H 2.6840 -1.7085 -5.0289
H 3.3163 -0.2081 -3.1860
H 3.4102 2.2477 -2.9385
H 4.2185 3.7317 -1.1530
H 3.0572 3.8226 1.0278
H 1.0711 2.4358 1.4212
```

Computed properties:
Largest force on an atom (eV Å⁻¹): 0.24
HOMO-LUMO gap (eV): 7.20
Net charge: +2


Computed, not measured: a single CHN3O3 molecule at a distorted geometry, with ωB97M-V/def2-TZVPD.

Structure (XYZ):
```
8
Properties=species:S:1:pos:R:3
O -1.8185 0.9879 -0.3944
N -1.4333 -0.1055 -0.1786
C 0.1704 -0.1558 -0.0315
N 0.6356 -1.4179 -0.4798
O 1.3943 -1.3054 -1.4229
N 0.2835 0.0247 1.4442
O 0.3896 1.1483 1.7429
H 0.3783 0.8237 -0.6800
```

Computed properties:
Largest force on an atom (eV Å⁻¹): 4.32
SMILES string: O=NC(N=O)N=O
HOMO-LUMO gap (spin up / spin down) (eV): 8.24 / 8.24
Net charge: 0


Computed, not measured: a single C7H15N molecule at a distorted geometry, with ωB97M-V/def2-TZVPD.

Structure (XYZ):
```
23
Properties=species:S:1:pos:R:3
C -1.9537 -1.8252 1.1290
C -0.8123 -1.0144 1.6820
N -0.2157 0.1015 1.5173
C 0.1177 0.0933 0.0446
C 0.8239 -1.0809 -0.6347
C -1.0138 0.6603 -0.8130
C 1.2514 1.2486 0.2633
C 1.6863 1.9427 -1.0218
H -2.2552 -1.5777 0.1162
H -1.6710 -2.8807 1.1306
H -2.8208 -1.7373 1.7850
H -0.6389 -1.3683 2.7075
H 0.1117 -1.8585 -0.9011
H 1.5919 -1.4920 0.0175
H 1.2904 -0.7667 -1.5657
H -1.4206 1.5636 -0.3638
H -0.6668 0.8790 -1.8198
H -1.8255 -0.0531 -0.9317
H 0.8989 2.0155 0.9508
H 2.1052 0.7475 0.7194
H 2.5121 2.6154 -0.7921
H 0.8826 2.5463 -1.4374
H 2.0220 1.2414 -1.7822
```

Computed properties:
Largest force on an atom (eV Å⁻¹): 5.31
SMILES string: C/C=N\C(C)(C)CC
HOMO-LUMO gap (eV): 9.83
Net charge: 0